This record from the Open Molecules 2025 dataset describes a 2-piece molecular cluster, C3H11NS2 overall in a non-equilibrium geometry. The level of theory is wB97M-V/def2-TZVPD.

Last column: Mulliken charge in e.
CARTESIAN COORDINATES (ANGSTROEM)
S  0.290  -2.634  1.677  -0.071
H  1.966  3.032  -0.654  0.264
H  -1.042  0.775  -1.456  0.250
H  1.145  0.826  -0.590  0.079
C  0.970  3.014  -0.172  -1.107
H  -1.850  -3.645  0.723  0.284
N  -0.534  1.641  -1.589  -0.693
H  0.290  3.773  -0.634  0.330
H  -1.966  -3.272  2.340  0.293
H  1.289  -3.880  -0.593  0.172
S  1.174  -2.475  -0.265  -0.226
H  -1.678  -1.872  1.265  0.224
H  -0.160  1.252  0.512  0.261
H  1.235  3.171  0.874  0.296
C  -1.498  -2.877  1.455  -0.679
C  0.373  1.642  -0.386  0.089
H  -0.005  1.529  -2.507  0.235

- SMILES = CCN.CSS
- E (Ha) = -971.97528
- energy above the lowest of the compared OMol25 structures with the same formula, charge and spin (kcal/mol) = 26.89

---

This record from the Open Molecules 2025 dataset describes one molecule with the formula C3H3NS2 in a non-equilibrium geometry. The level of theory is wB97M-V/def2-TZVPD.

Last column: Mulliken charge in e.
CARTESIAN COORDINATES (ANGSTROEM)
S  0.877  1.813  0.212  -0.177
N  -0.846  0.010  0.987  0.074
C  0.673  -0.521  -1.771  -0.344
H  0.832  -1.201  -2.554  0.306
S  1.847  0.444  -1.310  -0.009
C  0.265  0.594  1.235  -0.356
C  -1.660  -0.737  0.574  -0.174
H  -2.766  -0.734  0.555  0.253
H  0.778  0.332  2.072  0.429

- E (Ha) = -967.03362
- energy above the lowest of the compared OMol25 structures with the same formula, charge and spin (kcal/mol) = 114.43

---

This record from the Open Molecules 2025 dataset describes C30H40CdN3O2Se as an isolated structure in a non-equilibrium geometry. The level of theory is wB97M-V/def2-TZVPD.

Last column: Mulliken charge in e.
CARTESIAN COORDINATES (ANGSTROEM)
H  -2.880  -6.537  2.257  0.354
C  -1.110  -2.407  1.293  -0.518
C  -3.575  -1.602  -2.251  -2.245
H  -6.089  -1.612  -1.407  0.462
H  -4.167  -6.747  3.448  0.464
C  0.118  1.280  4.988  -0.111
C  -0.073  -0.576  6.685  2.265
H  -1.632  -0.421  8.191  0.482
H  1.829  4.688  2.688  0.436
H  -2.224  -0.449  6.524  0.332
Se  0.684  -1.673  1.424  -0.039
H  0.387  -2.016  4.307  0.480
C  0.320  -0.946  4.187  -0.756
N  -1.292  3.708  -2.412  -0.571
H  -5.426  -3.905  3.101  0.315
H  -0.787  3.967  5.239  0.383
H  0.244  5.202  4.520  0.459
Cd  0.032  0.264  -0.278  1.081
C  1.046  -0.027  7.580  -1.757
H  0.971  3.922  5.491  0.386
H  -1.485  1.009  7.168  0.328
H  -4.563  -3.937  1.020  0.282
C  -3.767  -6.079  2.686  -1.781
C  -3.409  -4.715  3.291  2.147
C  -0.631  2.746  -1.992  0.716
C  -0.747  3.776  2.511  -1.689
C  -0.063  -2.103  6.801  -1.859
C  -1.900  -2.005  0.184  2.118
H  -1.735  3.544  2.904  0.324
H  0.930  -0.375  8.606  0.458
N  -1.248  6.132  -2.634  -0.557
O  -1.483  -1.112  -0.651  -1.417
H  -3.376  -0.586  -1.923  0.393
H  -5.097  -4.675  4.652  0.488
H  -5.889  -2.382  0.172  0.317
C  0.385  0.938  2.606  2.066
H  2.012  -0.362  7.209  0.366
C  -4.669  -4.055  3.866  -1.718
H  -4.423  -3.083  4.286  0.340
H  1.044  1.059  7.587  0.326
H  -0.627  3.279  1.551  0.222
H  -4.974  -4.476  -0.989  0.306
C  -3.579  -3.495  1.090  -0.024
C  0.343  3.322  3.490  2.168
C  -1.541  -3.283  2.272  -0.250
H  0.893  -2.512  6.483  0.387
H  -1.536  -5.445  4.117  0.378
H  -2.188  -4.025  4.947  0.240
C  -1.438  -0.076  7.177  -1.677
H  -4.317  -1.571  -3.048  0.508
C  -2.447  -4.959  4.456  -2.206
H  -5.137  -0.818  -0.143  0.347
H  -3.568  -4.335  -2.044  0.374
C  -2.817  -3.815  2.214  -0.355
H  -2.922  -5.606  5.194  0.479
H  -2.655  -2.021  -2.649  0.384
H  -0.854  -3.514  3.072  0.330
H  -0.854  -2.543  6.199  0.107
H  -5.135  -3.705  -2.565  0.464
H  1.846  3.077  1.964  0.311
C  0.262  1.817  3.727  -0.311
C  -5.394  -1.778  -0.586  -1.651
C  0.182  4.145  4.775  -2.229
H  -0.675  4.851  2.355  0.501
C  0.425  -0.442  2.902  -0.584
H  -4.510  -5.979  1.901  0.334
C  1.725  3.624  2.894  -1.651
H  -0.003  1.948  5.827  0.353
C  -3.162  -2.659  0.068  -0.615
C  -4.474  -3.833  -1.709  -1.698
C  0.128  -0.092  5.256  -0.642
N  -0.091  1.735  -1.723  -0.633
C  -4.121  -2.460  -1.107  1.968
O  0.480  1.380  1.393  -1.479
C  -1.213  4.985  -2.498  0.473
H  2.510  3.320  3.585  0.337
H  -0.228  -2.398  7.838  0.486

- total charge = -1
- E (Ha) = -4051.18743

---

This record from the Open Molecules 2025 dataset describes C14H22ClF2LuN2O3 as an isolated structure in a non-equilibrium geometry. The level of theory is wB97M-V/def2-TZVPD.

Last column: Mulliken charge in e.
CARTESIAN COORDINATES (ANGSTROEM)
H  -0.657  3.548  0.011  0.504
C  -1.823  -1.334  0.547  -0.058
N  1.588  1.186  -0.785  1.083
C  -2.673  -0.426  1.422  -0.579
H  0.073  2.596  1.280  0.461
F  1.279  -0.849  -2.727  -0.188
O  0.800  -3.217  -1.328  -0.393
Lu  1.154  -3.018  2.762  1.200
H  0.444  -0.562  1.577  1.650
H  3.533  1.068  1.242  0.448
H  -1.010  2.696  -2.345  0.447
H  -1.609  0.852  -1.390  0.473
C  1.919  0.065  0.169  0.677
C  -0.044  -0.760  -2.697  0.272
H  0.523  3.495  -2.123  0.438
C  -0.296  -2.774  -1.433  0.275
H  1.891  1.420  1.912  0.310
H  -3.366  0.118  0.780  0.506
O  -0.641  -0.168  -3.500  -0.305
H  -4.308  -0.424  2.790  0.431
F  -1.380  -3.527  -1.358  -0.213
C  -3.515  -1.111  2.508  -1.613
H  -2.469  -1.839  -0.166  0.873
H  1.085  3.600  0.159  0.451
H  1.069  -1.844  0.477  0.896
H  0.507  1.971  -2.974  0.428
N  -0.662  -1.392  -1.567  0.234
H  2.644  -1.609  -1.072  0.401
Cl  -1.264  -2.787  1.615  -0.194
C  -0.945  0.818  -0.530  -3.003
C  0.691  -0.815  0.534  -2.447
O  2.499  1.862  -1.109  -0.325
C  3.037  -0.820  -0.448  -1.673
C  -0.640  -0.663  -0.254  1.490
H  2.648  -0.141  2.136  0.283
H  3.741  -0.225  -1.022  0.475
H  -3.971  -2.036  2.170  0.429
C  2.535  0.688  1.433  -1.252
H  -2.035  0.309  1.914  0.298
H  3.604  -1.246  0.378  0.411
H  -2.936  -1.270  3.414  0.411
C  0.229  1.822  -0.779  1.442
C  0.220  2.955  0.264  -1.763
H  -1.511  1.267  0.275  0.808
C  0.043  2.520  -2.163  -1.502

- expectation value of S² = 0.751
- total charge = +3
- E (Ha) = -2776.04788
- 2S+1 = 2
- energy above the lowest of the compared OMol25 structures with the same formula, charge and spin (kcal/mol) = 0.00

---

This record from the Open Molecules 2025 dataset describes an isolated ion of composition C2H6IN4 and charge +1 in a non-equilibrium geometry. The level of theory is wB97M-V/def2-TZVPD.

Last column: Mulliken charge in e.
CARTESIAN COORDINATES (ANGSTROEM)
H  1.816  1.114  0.267  0.270
I  1.725  1.218  -2.894  0.408
N  1.032  1.042  0.915  -0.458
H  -1.440  0.859  -0.771  0.360
N  0.416  -0.200  0.932  -0.133
H  0.306  1.719  0.985  0.312
C  -0.669  0.373  -1.262  -0.180
H  1.124  -0.838  1.272  0.310
N  -0.862  -1.826  -0.236  -0.304
H  -0.755  -2.777  -0.039  0.268
H  -0.809  -0.297  -2.224  0.321
N  0.220  1.377  -1.522  -0.440
C  -0.315  -0.748  -0.149  0.268

- total charge = +1
- E (Ha) = -596.05454
- energy above the lowest of the compared OMol25 structures with the same formula, charge and spin (kcal/mol) = 75.60

---

Q: What is the formula in the third record?
A: C30H40CdN3O2Se

---

Q: Among the records above, which one has the highest E?
A: C2H6IN4

---

Q: The lowest E belongs to which entry?
A: C30H40CdN3O2Se